Record 1
94
Properties=species:S:1:pos:R:3 method="wB97M-V/def2-TZVPD" homo_ev=-10.8 homo_lumo_gap_ev=7.40 lumo_ev=-3.378 total_charge=+1 energy_ev=-115285.318
C 4.88696 -3.08610 -0.03228
C 3.72746 -3.56769 0.87634
P 2.02332 -3.03832 0.53322
C 1.39618 -3.39761 -1.14569
C 1.93799 -2.59419 -2.33704
C 1.33494 -1.50336 1.32133
N 1.68315 -0.23077 0.62524
C 2.76862 -0.16062 0.06651
O 3.84171 0.12308 -0.27463
C -0.21976 -1.67560 0.88199
O -0.51963 -0.88156 -0.18769
N -1.11463 -1.39726 2.11275
F -1.37333 -2.65995 2.59554
C -2.44427 -0.89950 1.64756
C -3.22849 -1.88074 0.75786
O -3.72669 -2.85791 1.16471
I -3.53477 -1.42220 -1.32478
C -0.21709 -0.55956 2.98260
C -0.30138 0.92572 2.65280
C 0.24253 1.89789 3.72834
C 1.09713 2.99057 3.05049
I 2.67414 3.60772 4.36230
O -0.46897 -0.62872 4.41076
C -1.72699 -0.61254 4.74377
N -2.83608 -0.74963 5.03239
C 1.17012 -1.29752 2.89175
C 2.32263 -0.32838 3.27906
C 3.74288 -0.84602 3.11189
P 1.41310 -2.75121 4.10023
N 2.18511 -2.30867 5.36366
O 2.12058 -4.00564 3.42307
O 0.00852 -3.33738 4.60892
H 5.54934 -3.89361 -0.33320
H 5.50883 -2.40168 0.54797
H 4.57094 -2.52485 -0.90522
H 3.99453 -3.39008 1.91148
H 3.70124 -4.65634 0.79825
H 1.64382 -4.44524 -1.32147
H 0.30656 -3.35782 -1.20054
H 1.47785 -2.94800 -3.26182
H 1.72257 -1.52586 -2.27869
H 3.01023 -2.70336 -2.47889
H -0.48677 -2.69606 0.61631
H -0.62252 -1.40242 -0.99232
H -2.34704 0.04264 1.12029
H -3.08339 -0.68060 2.50444
H -1.34317 1.22379 2.51541
H 0.16294 1.18068 1.70198
H -0.56882 2.42606 4.22384
H 0.86674 1.44532 4.48474
H 0.51339 3.85580 2.75418
H 1.61510 2.62153 2.16894
H 2.20912 -0.04695 4.32323
H 2.25163 0.61595 2.74599
H 3.93568 -1.80190 3.58894
H 4.40075 -0.13821 3.61546
H 4.09824 -0.90877 2.08351
H 3.01871 -2.86916 5.48276
H 1.56034 -4.79226 3.47570
H -0.18019 -2.89514 5.44762
C 2.27201 4.85475 -0.22481
O 3.60675 5.30846 -0.42427
P 4.07398 5.41754 -1.97562
O 2.91506 5.95916 -2.70872
O 4.28049 3.82244 -2.20458
C 4.68948 2.93327 -1.16304
O 5.37557 5.77450 -2.83319
C 5.32156 6.87615 -3.75672
H 2.21925 4.48784 0.80048
H 1.57150 5.67806 -0.34559
H 2.01677 4.04797 -0.91264
H 3.82676 2.37154 -0.81463
H 5.13565 3.45880 -0.32188
H 5.41685 2.23590 -1.57403
H 4.86809 7.75737 -3.31144
H 4.76146 6.57110 -4.63621
H 6.34667 7.10608 -4.03658
C -10.10800 -1.39616 -5.02046
O -9.36190 -0.43334 -4.26264
P -7.88349 -0.10496 -4.80635
O -7.97129 -0.04434 -6.27500
O -7.18475 -1.47266 -4.26907
C -7.62747 -2.15915 -3.09664
O -6.60548 0.77845 -4.38663
C -6.14629 1.79259 -5.29584
H -10.88620 -1.77262 -4.35954
H -10.56778 -0.91825 -5.88117
H -9.47597 -2.22085 -5.34599
H -8.19722 -3.04392 -3.38260
H -8.24255 -1.53197 -2.45629
H -6.74639 -2.47970 -2.54231
H -6.96468 2.39659 -5.67767
H -5.61831 1.31793 -6.11851
H -5.46172 2.43163 -4.74165

Record 2
17
Properties=species:S:1:pos:R:3 method="wB97M-V/def2-TZVPD" homo_ev=-8.6 homo_lumo_gap_ev=9.38 smiles="C=C(OC)n1ccnc1" lumo_ev=0.757 relative_energy_ev=2.285 energy_ev=-11377.062
C -3.55141 -0.26718 0.15571
C -2.33685 -0.86168 0.10010
C -2.17724 1.28368 -0.13273
C 0.64552 -1.25279 0.00973
C 0.10908 -0.04219 -0.15515
C 2.05773 1.22027 0.27847
N -3.46282 1.03055 0.04460
N -1.41542 0.11507 -0.05863
O 0.72288 1.10982 -0.23346
H -4.53512 -0.72316 0.28564
H -2.20559 -1.93568 0.09017
H -1.67866 2.28494 -0.25779
H 1.56291 -1.61650 -0.19951
H -0.17623 -2.02421 -0.06807
H 2.16476 2.36757 0.26881
H 2.85022 0.96688 -0.36283
H 2.20480 0.75314 1.25279

Repeat the second record exactly.
17
Properties=species:S:1:pos:R:3 method="wB97M-V/def2-TZVPD" homo_ev=-8.6 homo_lumo_gap_ev=9.38 smiles="C=C(OC)n1ccnc1" lumo_ev=0.757 relative_energy_ev=2.285 energy_ev=-11377.062
C -3.55141 -0.26718 0.15571
C -2.33685 -0.86168 0.10010
C -2.17724 1.28368 -0.13273
C 0.64552 -1.25279 0.00973
C 0.10908 -0.04219 -0.15515
C 2.05773 1.22027 0.27847
N -3.46282 1.03055 0.04460
N -1.41542 0.11507 -0.05863
O 0.72288 1.10982 -0.23346
H -4.53512 -0.72316 0.28564
H -2.20559 -1.93568 0.09017
H -1.67866 2.28494 -0.25779
H 1.56291 -1.61650 -0.19951
H -0.17623 -2.02421 -0.06807
H 2.16476 2.36757 0.26881
H 2.85022 0.96688 -0.36283
H 2.20480 0.75314 1.25279